(1)
2 unconnected molecules or ions with the total composition C3N3OP, computed with ωB97M-V with the def2-TZVPD basis set.

```
8
Properties=species:S:1:pos:R:3:forces:R:3:lowdin_charge:R:1
C -2.540864 0.301294 0.222076 4.05 -0.40 0.75 -0.162
C 1.365707 1.216802 -0.397188 -1.07 -0.93 0.74 -0.298
C 0.671275 -1.483924 -0.358122 -0.36 1.35 0.72 -0.311
N -3.623149 0.464194 -0.084250 -2.42 0.33 -0.63 -0.015
N 1.964749 1.986002 -0.993698 0.39 0.54 -0.42 0.157
N 0.772684 -2.447686 -0.963814 0.08 -0.69 -0.42 0.156
O 0.921542 -0.057645 1.977300 -0.14 0.07 0.53 -0.282
P 0.468056 0.020961 0.597697 -0.51 -0.26 -1.26 0.756
```
Positions in Å, forces in eV/Å.

The LUMO energy (spin up / spin down) is -4.64 / -4.24 eV. The orbital gap (spin up / spin down) is 6.9 / 8.7 eV. The multiplicity is 1. The total charge is 0.

***

(2)
A single C3N3PS4 molecule, computed with ωB97M-V with the def2-TZVPD basis set.

```
11
Properties=species:S:1:pos:R:3:forces:R:3:lowdin_charge:R:1
N 0.574819 3.590217 0.489891 0.12 0.06 0.19 0.128
C 0.358114 2.550462 0.049713 -0.10 0.25 -0.02 -0.702
S -0.081807 1.191507 -0.837613 0.09 0.15 -1.08 0.706
P 0.027748 -0.211233 0.681367 1.27 -0.33 2.71 -0.185
S 1.361180 0.018814 2.076847 -0.77 -0.12 -1.27 0.262
N -1.516797 -0.257377 1.337828 0.54 -0.67 0.18 -0.179
C -2.496546 0.222289 0.832882 -1.12 0.56 -0.90 -0.890
S -3.689346 0.867293 0.076876 0.00 -0.15 0.40 0.811
S 0.066610 -2.076358 -0.390926 -0.51 0.43 0.20 0.711
C 1.300463 -1.575471 -1.412724 -0.26 -0.47 0.21 -0.786
N 2.122713 -1.295730 -2.156580 0.73 0.29 -0.60 0.125
```
Positions in Å, forces in eV/Å.

The LUMO energy is -1.31 eV. The orbital gap is 8.6 eV. The multiplicity is 1. The total charge is 0. Its SMILES is N#CSP(=S)(N=C=S)SC#N.

***

(3)
A gas-phase ion, C3NO2S (charge -1), computed with ωB97M-V with the def2-TZVPD basis set.

```
7
Properties=species:S:1:pos:R:3:forces:R:3:lowdin_charge:R:1
C -1.081755 0.808581 -0.123085 1.62 0.09 0.05 -0.270
C 0.766509 -0.898314 0.557399 -0.43 -0.25 0.01 -0.842
C 0.238698 0.189716 -0.405333 -2.21 0.97 2.09 -0.621
N -2.012425 1.478290 0.101136 0.21 -0.56 -0.15 0.055
O 0.813413 0.311045 -1.491536 1.36 0.47 -2.01 -0.041
O 1.766524 -0.973999 1.230934 -0.16 0.56 -0.43 -0.021
S -0.438078 -2.076848 0.211113 -0.40 -1.27 0.43 0.740
```
Positions in Å, forces in eV/Å.

The LUMO energy (spin up / spin down) is 3.40 / 1.22 eV. The orbital gap (spin up / spin down) is 5.3 / 6.2 eV. The multiplicity is 3. The total charge is -1.

***

(4)
A single C3O4S molecule, computed with ωB97M-V with the def2-TZVPD basis set.

```
8
Properties=species:S:1:pos:R:3:forces:R:3:lowdin_charge:R:1
C -0.726192 1.028981 0.096900 -6.36 2.97 0.36 -0.095
C 0.331941 1.700469 0.160213 1.87 -2.05 -0.22 0.231
C -1.476880 -0.155557 -0.097728 1.88 -0.87 0.47 -0.340
O -2.542386 -0.613962 -0.217021 0.49 0.49 -0.20 0.240
O 1.510070 -0.407572 -1.318353 -0.50 -0.32 1.06 -0.264
O 2.074375 -0.188732 1.092901 -1.51 -0.91 -0.08 -0.256
O -0.241093 -1.131202 0.231505 0.47 0.34 0.56 -0.191
S 1.070165 -0.232426 0.051582 3.65 0.36 -1.94 0.674
```
Positions in Å, forces in eV/Å.

The LUMO energy (spin up / spin down) is -1.73 / -5.44 eV. The orbital gap (spin up / spin down) is 6.9 / 6.5 eV. The multiplicity is 3. The total charge is 0.

***

no.,energy (Eh),strongest force on any atom (Eh/bohr)
1,-694.98766,0.0804
2,-2212.69468,0.0585
3,-717.69716,0.0622
4,-813.12271,0.1367